(A)
{"formula": "C4H10N2O2", "method": "wB97M-V/def2-TZVPD", "smiles": "CO/C(C)=C(\\N)ON", "e_lumo_ha": 0.032, "homo_ev": -8.05, "species": ["C", "C", "C", "C", "N", "N", "O", "O", "H", "H", "H", "H", "H", "H", "H", "H", "H", "H"], "coordinates": [[2.47086, -0.50810, -0.15278], [-0.81819, -1.87191, -0.24083], [-0.23085, 0.61538, -0.22518], [-0.00334, -0.66009, 0.05068], [-2.37142, 1.63803, 0.26815], [0.42284, 1.78158, 0.02628], [-1.69009, 0.73843, -0.62661], [1.34979, -0.98942, 0.56632], [-3.27668, 1.17595, 0.37458], [-1.94499, 1.49915, 1.18729], [-0.17737, 2.57680, -0.19674], [0.94994, 1.76409, 0.89117], [3.30397, -1.20066, 0.01135], [2.79932, 0.46561, 0.22813], [2.28866, -0.45323, -1.23346], [-1.31319, -2.20731, 0.67559], [-1.58191, -1.68338, -1.00070], [-0.17734, -2.68091, -0.60324]], "mulliken_charge": [-0.6689, -1.1052, 0.2621, 0.5374, -0.5735, -0.4981, -0.2725, -0.4399, 0.2825, 0.2260, 0.3181, 0.1990, 0.2469, 0.2460, 0.3210, 0.2465, 0.3171, 0.3554]}

(B)
{"formula": "C4H10N2O2", "method": "wB97M-V/def2-TZVPD", "e_lumo_ha": -0.135, "homo_ev": -8.30, "species": ["O", "C", "N", "C", "C", "N", "C", "O", "H", "H", "H", "H", "H", "H", "H", "H", "H", "H"], "coordinates": [[-0.45000, 1.82000, -2.47677], [-1.02391, 0.14867, 0.18849], [-1.94230, 0.78550, -0.58746], [-0.81626, -1.22151, 0.28706], [-0.08579, 1.26555, 0.66074], [0.28994, -1.74607, 0.84803], [1.68092, -1.19782, 0.48816], [2.18610, -0.36444, 1.33411], [-1.37330, 1.31774, -1.34277], [-2.65406, 0.31951, -1.15149], [-1.46329, -1.86825, -0.30318], [0.70661, 1.31281, -0.08124], [-0.55672, 2.22785, 0.76444], [0.42629, 0.91492, 1.55519], [0.11511, -2.68707, 1.18395], [2.27038, -2.13524, 0.31293], [1.49176, -0.72048, -0.50476], [-0.22496, 2.67482, -2.85303]], "mulliken_charge": [-0.8811, 0.7451, -0.4262, -0.3211, -1.3319, -0.0468, -0.4695, -0.6189, 0.2992, 0.2881, 0.3493, 0.4118, 0.3434, 0.4988, 0.2873, 0.3126, 0.3531, 0.2067]}

(C)
{"formula": "C4H10N2O2", "method": "wB97M-V/def2-TZVPD", "smiles": "C[C@@H](O)N=C=N.CO", "e_lumo_ha": 0.029, "homo_ev": -9.91, "species": ["C", "C", "C", "N", "C", "O", "O", "N", "H", "H", "H", "H", "H", "H", "H", "H", "H", "H"], "coordinates": [[1.62944, 0.10367, -0.59314], [-3.18053, 0.37867, -0.65142], [2.47047, 0.68639, 0.54601], [0.07001, 0.29615, -0.31266], [0.06623, -0.62555, 0.51993], [-2.35218, 0.49647, 0.48795], [2.07705, -1.15857, -0.99331], [-0.10535, -1.73049, 0.99707], [1.89408, -1.79410, -0.28646], [-1.54935, 1.03923, 0.25089], [1.75201, 0.72600, -1.48585], [-0.58296, -1.89860, 1.86468], [-2.76554, -0.33638, -1.36790], [-4.14363, 0.00750, -0.30111], [-3.32020, 1.34558, -1.14375], [2.40432, 0.04374, 1.42335], [3.51359, 0.73604, 0.24253], [2.12254, 1.68423, 0.80319]], "mulliken_charge": [-0.0565, -0.5665, -1.0723, -0.4904, 0.7043, -0.5001, -0.5170, -0.6115, 0.3593, 0.3968, 0.3598, 0.2864, 0.2528, 0.2189, 0.2631, 0.2973, 0.3355, 0.3400]}

(D)
{"formula": "C4H10N2O2", "method": "wB97M-V/def2-TZVPD", "smiles": "COC(=O)CN(C)N", "e_lumo_ha": 0.031, "homo_ev": -7.85, "species": ["C", "C", "C", "N", "C", "N", "O", "O", "H", "H", "H", "H", "H", "H", "H", "H", "H", "H"], "coordinates": [[-0.05721, 0.43659, 0.49480], [3.21170, 0.08140, -0.60641], [-2.48066, 0.90172, 0.39405], [-1.50657, -0.17734, 0.61227], [0.92404, -0.59079, 0.07900], [-1.89639, -1.25922, -0.24556], [2.15674, 0.23954, 0.32899], [0.91767, -1.67536, -0.44276], [-2.52831, -1.89422, 0.24676], [-1.15062, -1.87184, -0.60178], [0.15745, 0.79180, 1.50602], [-0.04580, 1.25456, -0.23110], [3.36627, 1.02582, -1.14298], [3.02167, -0.71506, -1.33704], [4.14644, -0.12552, -0.07658], [-2.29263, 1.74267, 1.06901], [-3.50331, 0.56537, 0.59530], [-2.44050, 1.26987, -0.64199]], "mulliken_charge": [-0.4010, -0.6205, -0.8908, 0.0881, 0.6702, -0.7235, -0.3238, -0.5456, 0.2024, 0.2837, 0.2372, 0.2845, 0.2291, 0.3115, 0.2103, 0.3144, 0.2934, 0.3803]}

Energies in eV, measured from the most stable structure: (A) 1.320; (B) 4.635; (C) 0.000; (D) 0.087.

(A)
{"formula": "C4H10N2O2", "method": "wB97M-V/def2-TZVPD", "smiles": "[H]/N=C\\NO[C@@H](C)OC", "e_lumo_ha": 0.032, "homo_ev": -9.88, "species": ["C", "C", "C", "C", "H", "H", "H", "H", "H", "H", "H", "H", "H", "H", "N", "N", "O", "O"], "coordinates": [[-0.23198, 2.02066, -0.24411], [-0.81995, -0.40881, -0.10363], [-2.03191, -1.16773, 0.45874], [2.29419, -0.32630, 0.08297], [-1.11686, 2.86152, 0.08444], [0.88430, 2.31393, 0.15259], [-0.20508, 1.71813, -1.37735], [-1.01389, -0.12748, -1.19752], [-2.64081, -1.76933, -0.42715], [-1.75558, -1.93411, 1.37798], [-2.83544, -0.35855, 0.83716], [1.67596, -1.20869, -1.65762], [3.25239, -0.06979, -0.48155], [1.32110, -0.28392, 1.58090], [1.32748, -0.65785, -0.89794], [2.27515, -0.19084, 1.33152], [-0.62691, 0.82762, 0.60065], [0.24784, -1.23847, -0.12008]], "mulliken_charge": [-0.5015, 0.4991, -1.1457, -0.0887, 0.2105, 0.2060, 0.2849, 0.3075, 0.2664, 0.2640, 0.2840, 0.2761, 0.3105, 0.3776, -0.2133, -0.6218, -0.3915, -0.3243]}

(B)
{"formula": "C4H10N2O2", "method": "wB97M-V/def2-TZVPD", "smiles": "CC(N)=O.CC(N)=O", "e_lumo_ha": 0.021, "homo_ev": -9.11, "species": ["C", "C", "O", "N", "H", "H", "H", "H", "H", "C", "C", "O", "N", "H", "H", "H", "H", "H"], "coordinates": [[0.10324, 1.25197, 2.08214], [-1.27047, 1.20724, 1.42315], [-2.36354, 1.27690, 1.93940], [-1.19000, 1.10034, 0.05059], [-2.01726, 0.96309, -0.50002], [-0.33021, 1.38562, -0.40267], [0.79486, 0.95059, 1.30514], [0.20048, 0.50465, 2.86755], [0.21740, 2.25935, 2.47415], [1.21237, -1.40373, -2.73174], [1.04700, -1.08228, -1.25040], [0.94355, 0.05426, -0.84249], [1.32772, -2.13093, -0.39665], [0.61851, -0.80466, -3.40827], [0.88698, -2.43914, -2.88183], [0.89858, -2.06449, 0.49470], [1.28349, -3.03000, -0.83434], [2.28728, -1.39580, -2.90036]], "mulliken_charge": [-0.7149, 0.6190, -0.6323, -0.3410, 0.1815, 0.2769, 0.2234, 0.2595, 0.2406, -1.1530, 0.6498, -0.6380, -0.4312, 0.3114, 0.3755, 0.2573, 0.2299, 0.2857]}

Energies in eV, measured from the most stable structure: (A) 5.180; (B) 0.000.

(A)
{"formula": "C2H3FS2", "method": "wB97M-V/def2-TZVPD", "smiles": "FCC(=S)S", "e_lumo_ha": -0.019, "homo_ev": -8.97, "species": ["C", "C", "H", "H", "H", "F", "S", "S"], "coordinates": [[-0.19135, 0.17609, 0.20387], [0.69265, -0.14961, 1.33452], [-0.57283, -0.08606, -2.15291], [0.99092, 0.73516, 1.77361], [0.07753, -0.46787, 2.22569], [1.64697, -0.94375, 0.73785], [0.35869, -0.70711, -1.28984], [-1.50407, 1.21671, 0.18251]], "mulliken_charge": [0.1540, -0.2560, 0.1598, 0.2978, 0.2812, -0.2765, -0.1543, -0.2059]}

(B)
{"formula": "C2H3FS2", "method": "wB97M-V/def2-TZVPD", "e_lumo_ha": 0.008, "homo_ev": -9.02, "species": ["C", "C", "F", "S", "S", "H", "H", "H"], "coordinates": [[-0.31606, -0.54404, -0.65453], [1.61208, 0.80009, -0.13052], [2.28057, 0.63021, -1.22615], [-0.05404, 1.30517, -0.51917], [1.09708, -0.91206, 0.44177], [-1.31759, -0.95203, -0.17907], [-0.13523, -0.92798, -1.73060], [2.10974, 1.41834, 0.73424]], "mulliken_charge": [-0.4888, 0.0172, -0.1795, -0.1355, -0.1395, 0.3256, 0.2610, 0.3396]}

Energies in eV, measured from the most stable structure: (A) 0.083; (B) 0.000.

(A)
{"formula": "C6H35NO11", "method": "wB97M-V/def2-TZVPD", "smiles": "C[C@@H]1CCCN1C.O.O.O.O.O.O.O.O.O.O.O", "e_lumo_ha": 0.001, "homo_ev": -8.77, "species": ["C", "N", "C", "C", "C", "C", "C", "H", "H", "H", "H", "H", "H", "H", "H", "H", "H", "H", "H", "H", "H", "H", "O", "H", "H", "O", "H", "H", "O", "H", "H", "O", "H", "H", "O", "H", "H", "O", "H", "H", "O", "H", "H", "O", "H", "H", "O", "H", "H", "O", "H", "H", "O"], "coordinates": [[2.54953, -0.62169, -0.00179], [2.79094, 0.45186, -0.98409], [3.48116, 1.62346, -0.41350], [2.40955, 2.69171, -0.14190], [1.22230, 2.32676, -1.05902], [1.65548, 0.99615, -1.72632], [2.00224, 1.21717, -3.20044], [1.83033, -0.29507, 0.72132], [2.28567, -1.50675, -0.58306], [3.50432, -0.67379, 0.52058], [4.21687, 1.95252, -1.14682], [3.90925, 1.38912, 0.56126], [2.20265, 2.84452, 0.91537], [2.74148, 3.68663, -0.45175], [1.03061, 3.04140, -1.86026], [0.24281, 2.29077, -0.57335], [0.90537, 0.19804, -1.70701], [2.45856, 0.30780, -3.58749], [1.05318, 1.40036, -3.71982], [2.60101, 2.09512, -3.44285], [0.95748, -0.07278, 4.87175], [0.08026, 0.46057, 3.74033], [0.45403, -0.36515, 4.10667], [-2.91463, -0.45182, -1.70132], [-1.88666, 0.71950, -1.88894], [-2.78750, 0.43600, -2.06308], [-4.11184, 1.14077, 2.00816], [-3.47160, 1.96728, 3.14653], [-3.48250, 1.84378, 2.18984], [-2.86223, -2.86214, -1.27241], [-1.53641, -2.56464, -2.08556], [-2.18563, -2.20805, -1.47231], [-1.86022, 1.26728, 2.33243], [-0.47725, 1.63548, 1.64990], [-0.88504, 1.31273, 2.45567], [-4.61211, -0.85778, 1.49689], [-3.42548, -1.19523, 2.37696], [-4.34341, -0.93599, 2.41779], [-5.12944, 1.63558, -0.18216], [-4.11263, 0.62284, -0.86282], [-4.55761, 0.88457, -0.03606], [4.13121, -0.69198, -1.90455], [3.79154, -2.00285, -2.53681], [4.35548, -1.24130, -2.67732], [0.64986, -1.65760, 1.22938], [0.14335, -1.34207, 2.72262], [-0.05415, -1.77824, 1.86834], [-1.22142, -3.36689, 1.68233], [-2.40073, -2.72508, 0.85472], [-2.15686, -3.43291, 1.45101], [0.66877, -3.80279, -0.97246], [-0.28216, -2.91199, -0.20704], [0.43225, -2.87521, -0.85753]], "mulliken_charge": [-1.1489, 0.1974, -0.8440, -0.6325, -0.6783, 0.5303, -1.8063, 0.4257, 0.3955, 0.2572, 0.3733, 0.3833, 0.3277, 0.2733, 0.4804, 0.0950, 0.1862, 0.3886, 0.4299, 0.3717, 0.2949, 0.3888, -0.6628, 0.4105, 0.3454, -0.7571, 0.4043, 0.3043, -0.7026, 0.3121, 0.2858, -0.6129, 0.3864, 0.2432, -0.6831, 0.3148, 0.3098, -0.6460, 0.2348, 0.3701, -0.5914, 0.3492, 0.2828, -0.6857, 0.3409, 0.3457, -0.5818, 0.3120, 0.2322, -0.5918, 0.2599, 0.3178, -0.5362]}

(B)
{"formula": "C6H35NO11", "method": "wB97M-V/def2-TZVPD", "smiles": "CCCNCCCO.O.O.O.O.O.O.O.O.O.O", "e_lumo_ha": -0.010, "homo_ev": -9.67, "species": ["C", "N", "C", "C", "C", "O", "C", "C", "H", "H", "H", "H", "H", "H", "H", "H", "H", "H", "H", "H", "H", "H", "H", "H", "H", "O", "H", "H", "O", "H", "H", "O", "H", "H", "O", "H", "H", "O", "H", "H", "O", "H", "H", "O", "H", "H", "O", "H", "H", "O", "H", "H", "O"], "coordinates": [[-0.15565, 0.28240, -1.40544], [-0.72408, 0.40693, -0.05224], [-0.65696, -0.83996, 0.75789], [-1.17125, -0.53582, 2.17794], [-0.08906, -0.35025, 3.22313], [0.73434, 0.81048, 2.88600], [-0.57945, 1.48450, -2.23672], [0.02988, 1.42496, -3.63955], [-0.49745, -0.61583, -1.89594], [0.92892, 0.18327, -1.42171], [-0.22143, 1.15716, 0.44534], [-1.26404, -1.60762, 0.25352], [0.34539, -1.28413, 0.81399], [-1.81374, -1.39298, 2.49625], [-1.89989, 0.30009, 2.15249], [-0.57726, -0.15304, 4.19165], [0.57472, -1.21126, 3.30581], [1.40462, 0.90824, 3.59762], [-1.69215, 1.46378, -2.32404], [-0.28909, 2.41568, -1.76211], [-0.24463, 2.28275, -4.22756], [-0.28473, 0.51425, -4.17470], [1.14283, 1.36970, -3.60560], [-2.43928, -1.28594, -1.60324], [-1.61734, -2.39114, -2.33310], [-2.51641, -2.09715, -2.11743], [0.37627, 2.42120, 2.19335], [0.46264, 3.98043, 2.01408], [0.31096, 3.15726, 1.54849], [-1.02475, -3.96423, -0.83489], [-2.50854, -3.70363, -0.93860], [-1.86614, -4.13837, -0.37699], [2.63146, -2.17376, -2.41637], [2.56542, -1.60406, -3.84516], [2.48691, -2.41893, -3.35505], [-1.43050, 2.14531, 3.46305], [-2.55647, 2.76613, 2.56772], [-2.26049, 2.62230, 3.49637], [1.63592, 2.84102, 0.48360], [2.27350, 2.73850, -0.99264], [2.42334, 2.58278, -0.05488], [1.83383, 0.27197, 1.64944], [2.70554, 0.95881, 0.56622], [2.61469, 0.11077, 1.05494], [-2.22941, 1.99516, 0.25558], [-1.34566, 3.08236, 0.88461], [-2.28022, 2.80480, 0.78348], [1.00764, -2.74241, -1.26752], [0.73102, -3.42120, -2.61037], [0.31006, -3.19799, -1.77514], [3.20142, -2.59659, -0.24251], [2.48549, -1.18295, -0.11788], [2.54217, -2.01483, -0.64786]], "mulliken_charge": [-0.1368, 0.9204, 0.3467, -0.7072, -0.6924, -0.6127, -0.3498, -1.3917, -0.1469, 0.1686, -0.2722, 0.1935, -0.0478, 0.3480, 0.2134, 0.4033, 0.3650, 0.2373, 0.2398, 0.2268, 0.4134, 0.3251, 0.2657, 0.3743, 0.3077, -0.7374, 0.3351, 0.3374, -0.8288, 0.4108, 0.3592, -0.7165, 0.4046, 0.2909, -0.6804, 0.2260, 0.4749, -0.6901, 0.3965, 0.3014, -0.7354, 0.3248, 0.4980, -0.8047, 0.3482, 0.3532, -0.7857, 0.3734, 0.2968, -0.6701, 0.2234, 0.3413, -0.6382]}

Energies in eV, measured from the most stable structure: (A) 1.268; (B) 0.000.